The following is a quantum chemistry calculation of a molecular structure, C20H50O6P2SeSi2V at a distorted geometry, from OMol25.

Computed properties:
**Frontier orbital gap (spin up / spin down)**: 7.54 / 8.38 eV
**Max |F|**: 0.0400 hartree/bohr
**<S²>**: 1.10
**Molar mass**: 634.64 u
**Energy above the lowest of the compared OMol25 structures with the same formula, charge and spin**: 5.2 kcal per mole

Structure (ORCA input):
```
! RIJCOSX wB97M-V def2-TZVPD def2/J DEFGRID3
* xyz 2 2
V -0.51154 -0.85837 -0.17829
C 5.13065 0.62917 1.38647
C 3.66266 0.28748 1.37554
C 2.83901 1.09081 2.34932
O 3.16373 0.58819 -0.00512
P 2.27672 -0.35199 -0.84789
O 1.35455 -1.21904 0.00994
C 1.33599 0.78889 -1.87418
P 0.33189 1.85437 -0.78379
O -0.31079 0.99713 0.31340
O 1.22240 2.87412 -0.05592
C 1.80772 4.16702 -0.49853
C 0.74726 5.24157 -0.45183
C 2.48645 4.03282 -1.84205
O -0.58751 2.56073 -1.78654
C -1.98071 3.07011 -1.85431
C -2.72756 2.23808 -2.86393
C -2.60609 3.11528 -0.47978
O 3.09908 -1.18734 -1.84510
C 4.07873 -2.23351 -1.41092
C 3.56669 -3.56200 -1.90557
C 5.42086 -1.84173 -1.97545
H 5.53031 0.47495 2.38832
H 5.27379 1.67481 1.11176
H 5.69155 0.00527 0.69118
H 3.51443 -0.77881 1.55520
H 2.97555 2.15847 2.17437
H 3.16223 0.85942 3.36417
H 1.77769 0.85670 2.26102
H 0.68164 0.24386 -2.56161
H 2.03275 1.39953 -2.44974
H 2.55216 4.35425 0.27149
H 0.03213 5.12881 -1.26775
H 1.22391 6.21680 -0.54895
H 0.21801 5.21843 0.50066
H 1.76486 3.80244 -2.62988
H 3.26936 3.27301 -1.81695
H 2.95699 4.98275 -2.09378
H -1.85996 4.07985 -2.24260
H -2.83030 1.20900 -2.52161
H -2.21650 2.24402 -3.82601
H -3.72137 2.66387 -3.00795
H -2.72130 2.10863 -0.07192
H -3.58858 3.58119 -0.55746
H -2.00466 3.70604 0.21212
H 4.10925 -2.22950 -0.31773
H 3.48687 -3.55261 -2.99293
H 2.59072 -3.79541 -1.47977
H 4.26532 -4.34731 -1.61723
H 5.38332 -1.84134 -3.06525
H 6.17275 -2.56216 -1.65395
H 5.72044 -0.84955 -1.63857
C -5.37528 -2.71929 -0.81746
Si -5.17986 -1.00111 -0.21399
C -5.52058 -0.65284 1.54799
C -5.54797 0.37815 -1.36911
Se -2.65748 -0.85518 -0.48335
H -6.43486 -2.95798 -0.95330
H -4.95900 -3.43112 -0.10321
H -4.87256 -2.85026 -1.77586
H -6.52903 -0.23155 1.61940
H -4.82483 0.07442 1.96786
H -5.49159 -1.55462 2.15805
H -6.62955 0.53021 -1.44082
H -5.16664 0.16860 -2.36897
H -5.10110 1.30505 -1.00605
C -1.30111 -4.77138 2.83413
Si -0.92907 -2.96945 2.59085
C 0.64401 -2.44050 3.43210
C -2.36468 -1.88765 3.07836
C -0.67127 -2.76329 0.72523
H -1.56356 -4.99498 3.87124
H -0.42738 -5.37682 2.58083
H -2.12889 -5.09844 2.20137
H 0.51892 -2.38213 4.51547
H 0.96580 -1.45514 3.08165
H 1.44782 -3.15359 3.23342
H -2.55976 -1.92978 4.15213
H -3.26750 -2.22502 2.56192
H -2.18459 -0.84491 2.80618
H -1.43916 -3.31074 0.17982
H 0.30715 -3.16586 0.44995
*
```